[1]
Here is a cluster of 4 separate species, C2H12NO3 in total in a non-equilibrium geometry from the OMol25 dataset. Energies are from wB97M-V/def2-TZVPD.

energy relative to the best compared isomer or geometry (same formula, charge and spin)	30.5	kcal per mole
charge	+2
multiplicity	2
energy	-363.0569	Ha
LUMO level (spin up / spin down)	-7.60 / -15.37	eV
expectation value of S²	0.757
E_HOMO (spin up / spin down)	-20.289 / -19.029	eV
orbital gap (spin up / spin down)	12.69 / 3.65	eV

Cartesian coordinates (Å):
C: -2.0276 -0.2388 -2.3754
C: 0.2281 -1.1630 -2.0205
N: -0.9132 -0.8298 -1.5862
H: -1.6997 0.6898 -2.8251
H: -2.8584 -0.1228 -1.7114
H: -2.3670 -0.9471 -3.1312
H: 0.4240 -1.3485 -3.0567
H: 0.9822 -1.3694 -1.3012
H: -0.9542 -0.4972 -0.6200
H: 4.0076 1.5925 1.2324
H: 3.1035 2.4312 2.1735
O: 3.1057 1.6148 1.6372
H: -2.1679 -0.0364 1.2643
H: -0.6632 -0.1134 1.8503
O: -1.2309 -0.0113 1.0584
H: 1.3934 -0.5606 3.0311
H: 1.0437 0.8804 3.2465
O: 0.5938 0.0295 3.1338

Here are the Löwdin charges for atoms 1 to 6, given in e:
1. C 0.031
2. C 0.190
3. N 0.016
4. H 0.115
5. H 0.093
6. H 0.116

---

[2]
Here is a cluster of 4 separate species, C2H12O3S in total in a non-equilibrium geometry from the OMol25 dataset. Energies are from wB97M-V/def2-TZVPD.

energy relative to the best compared isomer or geometry (same formula, charge and spin)	14.2	kcal per mole
charge	0
energy	-707.2819	Ha
LUMO level	0.57	eV
structure (SMILES)	CCS.O.O.O
E_HOMO	-9.077	eV
orbital gap	9.65	eV

Cartesian coordinates (Å):
C: -0.8097 -0.0720 -1.5321
C: -1.3429 0.0012 -0.1069
S: -0.6859 1.3668 0.8457
H: 0.2298 0.2370 -1.4877
H: -1.3192 0.5819 -2.2549
H: -0.8423 -1.0605 -1.9822
H: -2.4449 0.0537 -0.1283
H: -1.1336 -0.9528 0.3737
H: -1.0884 2.3364 0.0162
H: 2.2650 -0.4841 4.8307
H: 1.0174 -1.2756 4.4162
O: 1.8598 -0.9483 4.0843
H: 0.2607 1.4813 -3.4470
H: -0.5882 2.7152 -3.7620
O: 0.1485 2.1881 -4.0892
H: 1.6772 -1.6479 0.7452
H: 1.6570 -2.3442 2.1354
O: 1.1397 -2.1762 1.3431

Here are the Löwdin charges for atoms 1 to 6, given in e:
1. C -0.192
2. C -0.650
3. S 0.696
4. H 0.051
5. H 0.062
6. H 0.073

---

[3]
Here is a cluster of 5 separate species, C2H12O4 in total in a non-equilibrium geometry from the OMol25 dataset. Energies are from wB97M-V/def2-TZVPD.

energy relative to the best compared isomer or geometry (same formula, charge and spin)	49.0	kcal per mole
charge	0
energy	-384.2828	Ha
LUMO level	0.05	eV
structure (SMILES)	C=C.O.O.O.O
E_HOMO	-9.634	eV
orbital gap	9.68	eV

Cartesian coordinates (Å):
C: -0.6379 2.6264 2.4244
C: -1.5548 3.5795 2.1678
H: -0.9648 1.6225 2.6318
H: 0.3931 2.9389 2.4673
H: -2.5664 3.2141 2.0085
H: -1.3792 4.5981 2.4913
H: -1.5607 -3.2381 -1.2761
H: -1.2173 -2.3642 -2.6243
O: -1.8568 -2.8430 -2.1127
H: 2.3037 -0.4696 1.0060
H: 0.7010 -0.4575 1.2358
O: 1.5501 -0.1394 1.5075
H: 1.5766 -3.2068 -1.2442
H: 2.6694 -2.1179 -1.7086
O: 1.8864 -2.2974 -1.1648
H: 0.6731 0.1574 -2.8279
H: 0.0086 -1.1063 -2.1309
O: -0.0242 -0.4966 -2.8511

Here are the Löwdin charges for atoms 1 to 6, given in e:
1. C -0.080
2. C -0.082
3. H 0.040
4. H 0.042
5. H 0.038
6. H 0.043